[1]
A molecular structure, C31H45BrMgN2P2 in a non-equilibrium geometry, computed with ωB97M-V/def2-TZVPD.

```
82
C31H45BrMgN2P2 | OMol25 | ωB97M-V/def2-TZVPD
C -0.61 7.19 -5.94
C -0.85 5.82 -6.14
C -1.09 5.38 -7.47
C -1.18 6.34 -8.49
N -1.00 7.64 -8.26
C -0.72 8.06 -7.03
C -0.87 4.96 -4.98
C -0.90 4.18 -4.03
C -0.87 2.97 -3.35
C 0.22 2.69 -2.48
C 0.67 1.37 -2.28
C -0.15 0.29 -2.75
C -1.41 0.69 -3.18
C -1.79 1.96 -3.53
Mg -0.82 2.17 -0.74
P 2.04 -0.89 -0.98
H -1.25 4.33 -7.72
H -0.38 7.60 -4.96
H -1.40 6.05 -9.52
H -0.58 9.14 -6.90
H -2.73 2.12 -4.05
H 0.85 3.51 -2.13
H -2.23 0.01 -3.32
H 1.76 1.24 -2.10
C 2.35 -2.53 -0.23
C 3.23 -3.50 -1.02
H 1.36 -2.96 -0.07
H 2.78 -2.32 0.76
H 3.41 -4.38 -0.39
H 2.76 -3.85 -1.94
H 4.21 -3.07 -1.27
C 1.94 -1.21 -2.81
C 2.91 -0.46 -3.70
H 0.83 -0.86 -3.05
H 1.98 -2.29 -3.00
H 2.65 -0.68 -4.75
H 2.85 0.63 -3.58
H 3.95 -0.76 -3.56
C 3.57 0.12 -0.70
C 4.90 -0.61 -0.74
H 3.42 0.60 0.28
H 3.58 0.94 -1.43
H 5.71 0.12 -0.56
H 4.97 -1.38 0.04
H 5.10 -1.08 -1.71
Br -0.84 -1.12 -0.89
P -2.37 -2.98 -3.87
C -0.55 -3.22 -3.77
C -0.26 -4.68 -4.14
H -0.23 -2.97 -2.75
H -0.04 -2.54 -4.47
H 0.78 -4.80 -4.45
H -0.45 -5.34 -3.30
H -0.90 -5.00 -4.98
C -3.18 -3.07 -2.23
C -4.57 -3.71 -2.26
H -3.21 -2.07 -1.79
H -2.51 -3.69 -1.62
H -4.88 -3.88 -1.23
H -5.31 -3.06 -2.73
H -4.59 -4.67 -2.78
C -2.69 -1.45 -4.78
C -3.01 -1.66 -6.25
H -1.74 -0.90 -4.84
H -3.54 -0.95 -4.28
H -3.41 -0.71 -6.64
H -2.06 -1.87 -6.77
H -3.72 -2.48 -6.37
C 0.06 3.24 5.43
C 0.05 2.54 4.09
C 1.20 1.95 3.57
C 1.19 1.42 2.27
N 0.13 1.61 1.43
C -1.05 1.96 2.02
C -1.10 2.47 3.31
H 0.36 2.56 6.24
H 0.76 4.09 5.43
H -0.94 3.63 5.66
H 2.10 1.91 4.19
H 2.06 0.87 1.90
H -1.97 1.81 1.43
H -2.04 2.86 3.70
```

Values from the calculation:
- Charge: +2
- Energy above the lowest of the compared OMol25 structures with the same formula, charge and spin: 105.1 kcal/mol
- Lowest unoccupied orbital energy (spin up / spin down): -7.6841 / -7.6597 eV
- Orbital gap (spin up / spin down): 0.134 / 0.135 Eh
- HOMO (spin up / spin down): -11.331 / -11.331 eV
- Energy: -129900.10859 eV

---

[2]
C16H23N5O in the gas phase, computed with ωB97M-V/def2-TZVPD.

```
45
C16H23N5O | OMol25 | ωB97M-V/def2-TZVPD
H -3.63 2.58 0.62
N -2.64 2.69 0.46
C -1.96 1.63 0.61
N -2.35 0.37 1.00
C -3.71 -0.09 0.88
C -4.08 -0.45 -0.57
C -5.49 -1.03 -0.69
C -6.60 -0.02 -0.40
C -7.98 -0.61 -0.67
N -0.59 1.74 0.42
N 0.22 0.68 0.48
C 1.48 0.84 0.29
C 2.39 -0.27 0.34
C 2.09 -1.59 0.56
N 3.23 -2.34 0.53
C 4.30 -1.52 0.29
C 5.65 -1.80 0.17
C 6.52 -0.76 -0.08
C 6.05 0.56 -0.21
O 6.86 1.63 -0.46
C 8.24 1.43 -0.59
C 4.70 0.84 -0.09
C 3.81 -0.20 0.16
H -1.62 -0.32 0.89
H -3.82 -0.97 1.52
H -4.37 0.69 1.26
H -4.00 0.44 -1.19
H -3.36 -1.18 -0.94
H -5.62 -1.41 -1.71
H -5.59 -1.88 -0.01
H -6.54 0.31 0.64
H -6.45 0.86 -1.04
H -8.15 -1.48 -0.04
H -8.07 -0.91 -1.71
H -8.75 0.13 -0.45
H -0.24 2.67 0.22
H 1.90 1.82 0.10
H 1.14 -2.04 0.75
H 3.28 -3.33 0.67
H 6.02 -2.81 0.27
H 7.57 -0.97 -0.18
H 8.68 1.02 0.33
H 8.48 0.77 -1.43
H 8.66 2.42 -0.78
H 4.37 1.86 -0.20
```

Values from the calculation:
- Charge: 0
- Energy above the lowest of the compared OMol25 structures with the same formula, charge and spin: 1.1 kcal/mol
- Lowest unoccupied orbital energy: 0.7289 eV
- Orbital gap: 0.295 Eh
- HOMO: -7.293 eV
- SMILES: [H]/N=C(\NCCCCC)N/N=C/c1c[nH]c2ccc(OC)cc12
- Energy: -26462.60957 eV

---

[3]
4 unconnected molecules or ions with the total composition C34H64BrCl3FIN2O8SSi in a non-equilibrium geometry, computed with ωB97M-V/def2-TZVPD.

```
116
C34H64BrCl3FIN2O8SSi | OMol25 | ωB97M-V/def2-TZVPD
C -0.96 -5.88 6.64
Si 0.01 -5.39 5.10
C 1.37 -4.19 5.61
C 0.76 -6.94 4.35
O -1.10 -4.68 4.09
C -0.58 -4.04 2.92
C -1.75 -3.44 2.19
C -1.36 -2.45 1.08
I -2.96 -2.47 -0.41
O -0.06 -2.67 0.59
C 0.30 -3.54 -0.40
F 1.60 -3.86 -0.10
Cl -0.58 -5.09 -0.42
C 0.25 -2.89 -1.80
C 1.63 -2.57 -2.28
O 2.23 -3.20 -3.04
Cl 2.32 -1.10 -1.58
C -1.34 -0.96 1.63
C -0.71 -0.04 0.60
C -0.95 1.46 0.85
C -2.30 1.92 0.33
Br -2.28 2.06 -1.61
N -0.73 -0.96 2.95
C 0.71 -0.79 3.06
C 1.25 0.61 3.33
C 2.70 0.51 3.88
C 3.63 1.49 3.18
S 5.34 1.02 3.39
O 5.50 0.28 4.60
O 6.19 2.13 3.12
Cl 5.51 -0.32 1.86
C -1.50 -0.47 4.04
C -2.39 0.60 3.97
C -3.06 0.97 5.13
C -2.81 0.27 6.31
N -1.99 -0.78 6.39
C -1.37 -1.13 5.27
H -1.03 -6.96 6.74
H -1.98 -5.52 6.54
H -0.55 -5.44 7.54
H 1.65 -4.39 6.63
H 0.99 -3.17 5.52
H 2.23 -4.29 4.95
H 0.90 -7.63 5.18
H 0.10 -7.43 3.64
H 1.74 -6.78 3.91
H 0.15 -3.29 3.22
H -0.07 -4.79 2.31
H -2.31 -4.25 1.75
H -2.42 -2.95 2.88
H -0.18 -3.57 -2.51
H -0.32 -1.97 -1.74
H -2.39 -0.70 1.69
H 0.36 -0.21 0.49
H -1.14 -0.24 -0.38
H -0.19 2.02 0.31
H -0.86 1.72 1.90
H -3.11 1.25 0.60
H -2.52 2.92 0.67
H 1.20 -1.18 2.18
H 1.06 -1.43 3.88
H 1.29 1.19 2.41
H 0.64 1.15 4.06
H 3.06 -0.51 3.75
H 2.68 0.73 4.94
H 3.44 1.52 2.11
H 3.53 2.49 3.59
H -2.58 1.14 3.06
H -3.75 1.79 5.13
H -3.32 0.57 7.22
H -0.73 -1.99 5.31
C 5.75 -2.68 -2.99
C 5.82 -3.37 -4.34
O 7.06 -3.21 -5.01
C 8.20 -3.72 -4.34
C 8.14 -5.21 -4.05
H 5.96 -1.62 -3.09
H 4.75 -2.80 -2.57
H 6.47 -3.10 -2.28
H 5.08 -2.93 -5.01
H 5.57 -4.43 -4.24
H 8.38 -3.16 -3.41
H 9.04 -3.51 -5.00
H 7.33 -5.47 -3.37
H 9.07 -5.54 -3.58
H 8.00 -5.77 -4.97
C -1.24 7.44 -3.37
C -1.68 6.05 -2.93
O -2.16 6.00 -1.60
C -3.30 6.80 -1.32
C -4.51 6.44 -2.17
H -0.47 7.83 -2.71
H -0.84 7.39 -4.38
H -2.07 8.15 -3.38
H -0.83 5.38 -2.95
H -2.43 5.65 -3.62
H -3.06 7.86 -1.42
H -3.52 6.62 -0.27
H -4.34 6.61 -3.23
H -5.37 7.06 -1.87
H -4.78 5.39 -2.04
C -6.44 5.39 -6.29
C -5.11 6.07 -6.58
O -4.03 5.58 -5.81
C -3.72 4.21 -5.97
C -3.33 3.81 -7.38
H -6.69 5.48 -5.24
H -7.23 5.86 -6.88
H -6.42 4.33 -6.55
H -5.18 7.13 -6.33
H -4.87 6.02 -7.65
H -4.55 3.59 -5.61
H -2.88 4.03 -5.29
H -4.14 3.96 -8.09
H -3.05 2.76 -7.41
H -2.48 4.40 -7.72
```

Values from the calculation:
- Charge: 0
- Lowest unoccupied orbital energy: -0.0085 eV
- Orbital gap: 0.323 Eh
- HOMO: -8.787 eV
- SMILES: C[Si](C)(C)OCC[C@](I)(O[C@@](F)(Cl)CC(=O)Cl)[C@H](CCCBr)N(CCCCS(=O)(=O)Cl)c1cccnc1.CCOCC.CCOCC.CCOCC
- Energy: -192797.46491 eV

---

[4]
C6H12O in the gas phase in a non-equilibrium geometry, computed with ωB97M-V/def2-TZVPD.

```
19
C6H12O | OMol25 | ωB97M-V/def2-TZVPD
C 1.73 -0.62 -0.25
C 1.10 0.82 -0.52
O 1.02 1.73 0.53
C -0.38 1.91 0.75
C -0.96 0.51 0.77
C -0.44 -0.21 -0.43
C -0.82 -1.73 -0.38
H 1.21 -1.39 0.38
H 1.87 -1.12 -1.21
H 2.63 -0.43 0.27
H 0.74 1.33 -1.43
H -0.52 2.45 1.68
H -0.82 2.49 -0.08
H -0.62 0.00 1.69
H -2.05 0.52 0.76
H -0.81 0.12 -1.39
H -1.90 -1.80 -0.60
H -0.31 -2.36 -1.12
H -0.68 -2.21 0.60
```

Values from the calculation:
- Charge: 0
- Energy above the lowest of the compared OMol25 structures with the same formula, charge and spin: 87.6 kcal/mol
- Lowest unoccupied orbital energy: 1.0949 eV
- Orbital gap: 0.340 Eh
- HOMO: -8.152 eV
- SMILES: C[C@@H]1OCC[C@@H]1C
- Energy: -8460.55401 eV